No. 1
Entry from the Open Molecules 2025 dataset: C2H3NO3 as an isolated structure at a distorted geometry (ωB97M-V with the def2-TZVPD basis set).

Its net charge is 0. Its frontier orbital gap is 10.95 eV. The maximum force comes out at 3.84 eV/Å. The energy above the lowest of the compared OMol25 structures with the same formula, charge and spin is 355.8 kJ/mol. The calculation puts the HOMO energy at -10.449 eV. The total energy is -9752.4017 eV. The calculation puts the molecular weight at 89.05 g mol⁻¹.

```
9
Properties=species:S:1:pos:R:3:forces:R:3
C 2.11450 -0.02326 -0.04907 -1.289 -2.242 1.050
C 0.25270 -0.80971 0.20004 -1.492 0.043 -0.324
N 0.90075 0.47157 0.31029 -1.854 3.340 0.424
O 3.22544 0.26572 -0.21306 1.318 0.805 -0.603
O 1.54322 -1.38150 0.11364 0.659 0.671 -0.664
O 0.22085 1.76274 0.08218 1.205 -1.697 -0.262
H -0.34198 -1.09894 1.09467 0.581 0.050 -0.538
H -0.36524 -0.92046 -0.74414 0.731 0.024 0.987
H 0.55348 2.42784 0.72044 0.142 -0.995 -0.072
```
Positions in Å, forces in eV/Å.

=====

No. 2
Entry from the Open Molecules 2025 dataset: one molecule with the formula C6H13N3 at a distorted geometry (ωB97M-V with the def2-TZVPD basis set).

Its net charge is 0. Its frontier orbital gap is 8.45 eV. The maximum force comes out at 7.25 eV/Å. The energy above the lowest of the compared OMol25 structures with the same formula, charge and spin is 455.8 kJ/mol. The calculation puts the HOMO energy at -7.547 eV. The total energy is -10898.6884 eV. The calculation puts the molecular weight at 127.19 g mol⁻¹. As for the structure (SMILES): C=C/C(N)=C(\C)N(C)N.

```
22
Properties=species:S:1:pos:R:3:forces:R:3
C -2.32301 -0.19719 1.26020 0.353 0.043 0.154
C -0.00129 1.73562 -0.96559 0.251 -0.159 -0.271
N -1.11192 0.59325 1.11067 0.710 0.795 -3.010
C 0.19318 -0.81720 -0.40322 4.178 0.664 -5.882
C -0.15519 0.42370 -0.28789 -4.016 0.809 5.465
N -0.49703 0.91844 2.31754 0.384 -0.382 0.000
N 0.07039 -1.94459 0.34391 -0.190 -0.621 1.131
C 1.26380 -0.89091 -1.80624 -1.335 -1.089 2.430
C 2.47919 -0.34953 -1.84757 -0.430 -0.164 0.302
H -0.00787 1.80598 2.23113 -0.111 -0.205 0.046
H 0.17457 0.19698 2.59673 0.072 0.249 0.093
H 0.35621 -2.81866 -0.08006 0.091 0.416 0.018
H 0.45607 -1.81860 1.27554 -0.244 -0.345 -0.187
H 0.94719 -1.60292 -2.56814 0.049 0.081 0.048
H -3.06559 0.35859 1.84697 0.199 0.079 -0.074
H -2.76490 -0.39834 0.28039 0.227 -0.042 0.089
H -2.15451 -1.14559 1.79172 -0.049 -0.088 -0.194
H -0.04991 1.62625 -2.05169 0.120 0.039 0.067
H -0.79523 2.41376 -0.64028 0.101 -0.266 -0.021
H 0.95970 2.18915 -0.70815 -0.032 0.077 -0.115
H 3.21146 -0.63861 -2.60057 -0.314 0.281 -0.124
H 2.81469 0.36043 -1.09541 -0.013 -0.172 0.031
```
Positions in Å, forces in eV/Å.